This record from the OMol25 dataset describes a 2-piece molecular cluster, H4N2O2Si overall at a distorted geometry. The level of theory is the ωB97M-V functional and the def2-TZVPD basis.

```
9
Properties=species:S:1:pos:R:3
N -0.128 1.588 -0.670
N -0.270 -1.867 0.143
O -1.397 -1.994 -0.292
O 0.518 -2.804 0.221
Si 0.568 0.507 0.466
H -1.131 1.634 -0.722
H 0.131 2.005 -1.517
H -0.139 1.042 1.579
H 1.848 -0.111 0.794
```

* total energy: -551.7484 a.u.
* gap between HOMO and LUMO: 8.53 eV
* F_max: 0.053 hartree/bohr

---

This record from the OMol25 dataset describes an isolated ion of composition H4N3O3P and charge -2 at a distorted geometry. The level of theory is the ωB97M-V functional and the def2-TZVPD basis.

```
11
Properties=species:S:1:pos:R:3
N 0.035 1.416 1.059
N 0.421 -0.187 0.778
N -0.790 -0.932 1.023
P 0.737 -0.214 -1.100
O -0.677 0.073 -1.590
O 1.161 -1.690 -1.372
O 1.735 0.863 -1.390
H 0.225 1.796 0.091
H -0.902 1.431 1.522
H -1.481 -0.699 0.232
H -0.463 -1.857 0.747
```

* total energy: -733.7211 a.u.
* gap between HOMO and LUMO: 7.21 eV
* charge: -2
* SMILES string: NN(N)P(=O)([O-])[O-]
* F_max: 0.058 hartree/bohr

---

This record from the OMol25 dataset describes a 2-piece molecular cluster, H4N3O3Si overall at a distorted geometry. The level of theory is the ωB97M-V functional and the def2-TZVPD basis.

```
11
Properties=species:S:1:pos:R:3
N -2.021 -0.848 0.555
N -0.975 -0.868 1.133
N -2.703 0.185 -0.229
O -3.177 1.094 0.527
O -3.119 -0.079 -1.362
O 1.010 0.606 0.368
Si 2.355 0.063 -0.195
H -0.172 -0.149 0.769
H 3.544 0.902 0.356
H 2.704 -1.285 -0.083
H 2.554 0.379 -1.838
```

* total energy: -681.7601 a.u.
* gap between HOMO and LUMO: 8.45 eV
* charge: -1
* F_max: 0.083 hartree/bohr

---

This record from the OMol25 dataset describes a single H4N3P molecule at a distorted geometry. The level of theory is the ωB97M-V functional and the def2-TZVPD basis.

```
8
Properties=species:S:1:pos:R:3
N 1.086 -1.036 -0.254
N 0.682 1.167 -0.158
N 0.335 -0.065 -0.176
P -1.505 -0.067 -0.240
H 0.757 -1.834 -0.659
H 1.765 1.315 0.161
H -1.640 1.205 0.286
H -1.481 -0.685 1.040
```

* total energy: -507.8737 a.u.
* gap between HOMO and LUMO: 9.56 eV
* F_max: 0.074 hartree/bohr